This record from the OMol25 dataset describes a cluster of 10 separate species, H21O10 in total at a distorted geometry. The level of theory is the ωB97M-V functional and the def2-TZVPD basis.

Summary:
**Charge**: +1
**Gap between HOMO and LUMO**: 10.9 eV

Each line ends with the natural charge from an NBO analysis.
Cartesian coordinates (Å):
1 H 1.15664 1.21364 -1.40659  0.535
2 O 1.50045 3.36491 -0.59149  -0.961
3 H 1.84803 4.15367 -0.13879  0.494
4 H 1.83890 -3.00557 1.71949  0.478
5 O -0.25056 1.41599 -1.85696  -0.912
6 H -0.03166 -1.25801 2.36636  0.482
7 O 0.01386 -2.09616 1.90145  -0.966
8 H 2.51973 1.72106 -0.79005  0.541
9 H -0.06060 -1.80140 -2.22442  0.489
10 H -2.91956 -2.42294 -0.77588  0.483
11 H 1.69376 3.73726 -1.47215  0.484
12 H -0.88516 -1.09569 -1.06916  0.491
13 O 2.15499 -3.19177 0.83231  -0.943
14 O -2.81095 -1.59389 -1.25198  -0.962
15 H -2.74224 2.24669 -0.41723  0.479
16 H 2.12560 0.22737 -0.77807  0.563
17 H 2.06254 0.12851 1.74136  0.495
18 H -0.75519 -2.59386 2.16021  0.487
19 O -2.72533 1.58659 -1.10843  -0.966
20 H -3.38028 1.81363 -1.77386  0.494
21 H -0.68687 0.66511 -1.44573  0.508
22 O -0.01228 -1.38124 -1.36540  -0.980
23 O 2.19477 1.01664 -1.40366  -0.815
24 H -3.33329 -1.68237 -2.05401  0.488
25 H -1.10092 -0.03152 2.94964  0.455
26 H -1.04780 1.13498 3.88617  0.489
27 O 1.78793 -0.16924 0.87054  -0.993
28 H -0.70164 2.18651 -1.49792  0.507
29 H 1.69233 -1.12567 1.00177  0.521
30 H 1.36829 -3.55493 0.41157  0.476
31 O -0.51350 0.39169 3.58092  -0.941

---

This record from the OMol25 dataset describes a cluster of 10 separate species, H21O10 in total at a distorted geometry. The level of theory is the ωB97M-V functional and the def2-TZVPD basis.

Summary:
**Charge**: +1
**Gap between HOMO and LUMO**: 10.1 eV

Each line ends with the natural charge from an NBO analysis.
Cartesian coordinates (Å):
1 H -0.06894 2.67500 2.31626  0.485
2 H 0.71106 1.66500 -2.05874  0.465
3 H 0.10906 0.65700 -0.63374  0.561
4 H 0.74506 -4.47700 -0.36374  0.462
5 H -1.51394 0.83900 -2.94874  0.509
6 O 1.09306 -3.54800 -0.28474  -0.943
7 H -1.73894 -1.34400 -1.82474  0.485
8 H 3.84606 -1.19500 0.57926  0.485
9 O 0.17706 0.01100 0.13226  -0.803
10 H 1.57406 2.81700 -2.36074  0.474
11 H -0.03894 0.49900 0.95426  0.572
12 H 3.10406 0.14000 0.40526  0.466
13 O -0.31094 2.77000 -0.34974  -0.946
14 O -0.77794 0.77300 -2.32074  -0.965
15 O -1.61094 -1.77600 -0.95374  -0.966
16 H -1.71594 -2.72400 -1.12674  0.510
17 H -2.94494 -0.22200 0.69926  0.488
18 O 2.99306 -0.76000 0.70726  -0.950
19 H 0.35106 3.34800 0.04026  0.485
20 O 0.34306 1.82000 2.23326  -0.955
21 H -0.28394 0.09900 -2.81174  0.494
22 H -2.63194 1.09200 1.34426  0.477
23 H -0.58494 -0.59700 -0.05874  0.571
24 H -1.09694 3.01800 0.12726  0.469
25 O -0.16694 -2.28600 1.95726  -0.967
26 H 1.27006 1.90700 2.36026  0.497
27 O -2.26794 0.18600 1.23826  -0.957
28 H -1.04494 -2.19400 2.38126  0.489
29 H 0.35506 -3.15200 0.19626  0.475
30 O 1.63406 1.91300 -2.06274  -0.953
31 H 0.49306 -1.95400 2.48726  0.487

---

This record from the OMol25 dataset describes a cluster of 10 separate species, H22NO9 in total at a distorted geometry. The level of theory is the ωB97M-V functional and the def2-TZVPD basis.

Summary:
**Charge**: +1
**Gap between HOMO and LUMO**: 8.7 eV

Each line ends with the natural charge from an NBO analysis.
Cartesian coordinates (Å):
1 O -2.03216 -0.44072 3.01756  -0.935
2 O 1.83084 2.08928 1.59956  -0.975
3 O -0.27916 2.17828 -3.02144  -0.980
4 H 2.46484 2.75328 1.91556  0.504
5 H 1.49084 2.68728 0.09556  0.472
6 H -0.26016 0.55028 -0.47644  0.477
7 H -2.45016 2.81128 0.44156  0.473
8 H -1.44816 -0.85972 3.69556  0.474
9 N -0.00716 -0.13072 0.26256  -0.856
10 H 1.52084 -2.64472 -1.49544  0.502
11 H 1.99384 1.43528 2.39556  0.491
12 H 1.24184 -1.76072 2.59356  0.483
13 O -1.52216 -2.87572 -2.02344  -0.989
14 H -0.57516 0.19428 0.91356  0.437
15 O 0.34484 -2.06072 2.39856  -0.992
16 H 0.25884 2.58628 -2.42344  0.468
17 H -2.23416 -2.72872 -1.34944  0.486
18 H -1.43616 3.32728 1.12656  0.443
19 O -0.04116 -0.42972 -2.91144  -0.987
20 H -0.01516 1.17928 -2.90444  0.468
21 H -0.69116 -3.21872 -1.68744  0.497
22 H 2.06984 1.91728 -0.79944  0.445
23 H 0.98184 -0.15672 0.50556  0.450
24 H 0.97284 -3.87472 -0.61144  0.500
25 O -1.51616 2.75228 0.55256  -0.913
26 H -0.56816 -0.99272 0.17356  0.470
27 H -1.74216 0.46628 3.24356  0.463
28 O 1.39684 2.71228 -0.83944  -0.927
29 H 0.17684 -0.74672 -3.82244  0.506
30 H -0.88516 -0.93772 -2.69544  0.516
31 H 0.04884 -2.88172 2.89256  0.512
32 O 0.90984 -2.89972 -0.76244  -0.981

---

This record from the OMol25 dataset describes a cluster of 11 separate species, H22O11 in total. The level of theory is the ωB97M-V functional and the def2-TZVPD basis.

Summary:
**Gap between HOMO and LUMO**: 10.1 eV

Each line ends with the natural charge from an NBO analysis.
Cartesian coordinates (Å):
1 O 2.85873 0.44770 1.69992  -0.947
2 H -0.68860 0.12390 0.02901  0.465
3 H -0.56282 0.83899 3.43758  0.473
4 H 0.72918 3.65476 0.32797  0.459
5 O -1.76918 -1.26692 -1.41623  -0.975
6 H -1.14763 -0.67540 -1.84052  0.503
7 H 0.45198 -3.13633 -0.47127  0.458
8 O -1.02587 1.63070 3.71145  -0.940
9 H 0.65656 -0.50734 0.31882  0.498
10 H -0.38898 2.06356 -1.77153  0.484
11 H 0.08997 1.58726 -3.12639  0.486
12 O -0.48918 1.35035 -2.40203  -0.966
13 H 3.02844 -2.22079 0.57860  0.478
14 H -0.82000 -2.39980 -0.10864  0.482
15 H 4.12049 -2.36347 1.61733  0.468
16 H -0.33101 2.25554 3.91878  0.467
17 O -3.83257 -0.90582 0.20548  -0.946
18 H 3.77840 -0.88741 -1.00288  0.488
19 H 0.46619 2.22901 0.76382  0.483
20 O 2.82682 -0.95541 -0.92478  -0.962
21 H -3.34117 2.43532 -1.85023  0.460
22 H -2.29910 -1.61339 -2.13414  0.498
23 O 0.97622 3.00730 0.98826  -0.948
24 O 3.53221 -2.87539 1.06227  -0.954
25 H 3.07343 0.32658 0.77501  0.464
26 H 1.99757 0.86556 1.69367  0.481
27 H -3.02867 -0.83977 -0.30990  0.465
28 H 2.53174 -1.20869 -1.79943  0.484
29 H -4.50289 -1.16347 -0.42740  0.459
30 O -0.06013 -2.83416 0.27885  -0.943
31 O -3.77392 1.77341 -1.31094  -0.923
32 O 0.04353 0.15147 0.64502  -0.960
33 H -3.09961 1.11203 -1.15564  0.462

---

This record from the OMol25 dataset describes a cluster of 11 separate species, H22O11 in total. The level of theory is the ωB97M-V functional and the def2-TZVPD basis.

Summary:
**Gap between HOMO and LUMO**: 10.1 eV

Each line ends with the natural charge from an NBO analysis.
Cartesian coordinates (Å):
1 O -0.32077 2.42566 -0.95279  -0.981
2 H 0.49596 -0.53172 0.11597  0.486
3 H 2.75977 2.58558 1.10478  0.475
4 H 1.84312 -2.89586 -1.49857  0.496
5 H -1.01394 -0.33534 -0.09009  0.510
6 O -1.89652 -0.55356 1.56429  -0.986
7 O -2.35281 2.17264 0.84771  -0.986
8 O -2.75880 1.49336 -2.53117  -0.944
9 H 1.45746 -0.88743 -3.25060  0.486
10 O 0.89695 -0.09455 -3.18362  -0.987
11 H -0.45114 -2.99331 -0.13786  0.479
12 H 2.90003 -2.24929 -2.40477  0.470
13 O -0.16208 -0.36083 -0.57089  -1.010
14 H 0.32475 3.05985 -0.61825  0.493
15 H 1.89859 -0.51753 2.64672  0.480
16 H -2.38135 0.28705 1.66916  0.512
17 H -1.56127 2.28016 0.26418  0.505
18 H 0.21193 1.68767 -1.28729  0.515
19 H -0.40355 -4.03611 -1.25033  0.477
20 O 2.04582 2.15607 0.61955  -0.954
21 H -1.98530 0.92508 -2.59802  0.465
22 H 0.25087 -0.30959 -2.49328  0.483
23 O -0.03489 -3.82844 -0.38397  -0.953
24 H -2.43757 2.27841 -2.07400  0.480
25 H 2.21267 -0.68223 1.16566  0.484
26 H 0.67071 0.02101 4.20645  0.443
27 H -2.58146 -1.22625 1.47097  0.484
28 O 1.49330 -0.76084 1.80921  -0.958
29 O -0.20262 -0.35930 4.09044  -0.940
30 H 1.51648 1.70904 1.29265  0.479
31 H -0.33666 -0.43107 3.13298  0.495
32 O 1.97732 -2.53041 -2.38550  -0.959
33 H -2.07497 2.50208 1.71030  0.461

---

This record from the OMol25 dataset describes a cluster of 11 separate species, H22O11 in total at a distorted geometry. The level of theory is the ωB97M-V functional and the def2-TZVPD basis.

Summary:
**Gap between HOMO and LUMO**: 10.2 eV

Each line ends with the natural charge from an NBO analysis.
Cartesian coordinates (Å):
1 H -1.05410 1.23811 -1.14159  0.510
2 H 2.82948 -1.75112 2.08271  0.480
3 O -2.27940 -1.68482 0.60255  -0.947
4 H -2.10642 2.61608 2.07100  0.469
5 O -1.01874 2.17905 -0.89397  -1.017
6 O 2.21263 -1.07566 2.32107  -0.975
7 H -0.24498 3.53152 0.29787  0.488
8 O 0.24699 -2.87555 2.78761  -0.956
9 O 0.13899 4.38017 0.53424  -0.963
10 H -2.03987 1.64250 0.96269  0.473
11 H -0.63406 -0.80021 -1.37331  0.494
12 H -1.91265 2.53908 -1.09194  0.477
13 O 0.14852 -2.59758 -0.31056  -0.975
14 H 0.85764 -2.25061 2.42377  0.483
15 O -1.10834 -0.20141 -1.96024  -0.919
16 H 1.95966 -0.18028 -2.29120  0.489
17 H -1.91335 -0.64032 -2.05098  0.469
18 H -0.70232 -2.34168 0.05650  0.476
19 O 0.75197 0.22147 0.29041  -0.952
20 H 0.12636 -0.42605 0.53463  0.485
21 H 0.93732 1.74685 -1.81456  0.494
22 H 0.68132 0.96186 0.87779  0.487
23 H -2.54677 -2.38841 0.00159  0.475
24 H 0.48616 -3.69052 2.34184  0.444
25 O -1.94262 1.67203 1.90993  -0.948
26 O 1.25790 1.47996 -2.68259  -0.959
27 H 0.68559 4.24268 1.31537  0.465
28 H 1.86785 -0.55908 1.57681  0.501
29 H 0.54099 -3.29095 0.18783  0.475
30 O 2.26271 -1.06735 -2.50292  -0.959
31 H 1.58245 2.26093 -3.11059  0.478
32 H -2.57964 -1.97176 1.45906  0.501
33 H 2.50872 -0.91893 -3.41083  0.454

---

Quick rundown of energy relative to the best compared isomer or geometry (same formula, charge and spin), same order as above: 118.1; 154.7; 493.2; 196.8; 121.4; 169.5 kJ/mol